This record from OMol25 describes an isolated molecule of C3H9N3O at a distorted geometry. The level of theory is ωB97M-V with the def2-TZVPD basis set.

Relative energy (zero: lowest compared OMol25 entry of this formula, charge and spin)   112.0 kcal per mole
SMILES   CC/[N+]([O-])=N/NC
HOMO   -7.95 eV

ORCA input file:
```
! RIJCOSX wB97M-V def2-TZVPD def2/J DEFGRID3
* xyz 0 1
C 1.7316 0.6240 1.5400
C 0.4007 -0.1831 1.8248
N -0.4131 -0.4350 0.7503
O -1.3654 -1.2777 1.0072
N -0.3068 0.1324 -0.4244
N -1.2336 -0.2337 -1.2261
C -0.9757 0.0928 -2.6238
H 2.1456 0.4990 0.4372
H 1.5956 1.6795 1.5440
H 2.5185 0.4576 2.2134
H 0.8197 -1.1526 2.3058
H -0.1588 0.2283 2.6825
H -2.0717 -0.7767 -0.9471
H 0.0828 0.2863 -2.8440
H -1.0730 -0.7588 -3.1938
H -1.6963 0.8176 -3.0461
*
```

This record from OMol25 describes an isolated molecule of C3H9N3O at a distorted geometry. The level of theory is ωB97M-V with the def2-TZVPD basis set.

Relative energy (zero: lowest compared OMol25 entry of this formula, charge and spin)   53.5 kcal per mole
SMILES   NCNC(=O)CN
HOMO   -9.25 eV

ORCA input file:
```
! RIJCOSX wB97M-V def2-TZVPD def2/J DEFGRID3
* xyz 0 1
N -1.3489 -1.7714 -0.1223
C -0.7731 -1.2603 1.1273
N -0.3475 -0.0034 0.8322
C 0.8613 -0.0330 0.0928
O 1.5696 -1.0614 0.0343
C 1.2607 1.3063 -0.6037
N 0.2735 2.2074 -1.1174
H -0.9406 -2.7942 -0.3471
H -2.3651 -1.8826 -0.0803
H -1.4973 -1.2155 2.0776
H -0.0505 -1.8739 1.6157
H -0.4371 1.0096 1.0973
H 1.9112 1.8282 0.0123
H 1.9112 0.9090 -1.3671
H 0.6308 2.8083 -1.9448
H -0.6584 1.8270 -1.3067
*
```

This record from OMol25 describes an isolated molecule of C3H9N3O at a distorted geometry. The level of theory is ωB97M-V with the def2-TZVPD basis set.

Relative energy (zero: lowest compared OMol25 entry of this formula, charge and spin)   94.1 kcal per mole
SMILES   C[C@@H](O)N1CN1N
HOMO   -8.88 eV

ORCA input file:
```
! RIJCOSX wB97M-V def2-TZVPD def2/J DEFGRID3
* xyz 0 1
C -0.5735 1.6723 -0.9084
C 0.0285 0.3008 -1.2218
O 1.4615 0.5120 -1.3324
N -0.1840 -0.8488 -0.3558
C -1.0573 -0.6690 0.7772
N 0.3993 -0.5316 0.9626
N 0.8590 -1.6328 1.6830
H -0.2287 2.0620 0.0548
H -0.2423 2.4073 -1.6505
H -1.6668 1.6436 -0.9082
H -0.3140 0.0188 -2.2231
H 1.8413 -0.1812 -0.7683
H -1.5376 -1.5703 1.1444
H -1.6115 0.2446 0.9574
H 1.6297 -2.0765 1.1850
H 1.1964 -1.3510 2.6041
*
```

This record from OMol25 describes an isolated molecule of C3H9N3O at a distorted geometry. The level of theory is ωB97M-V with the def2-TZVPD basis set.

Relative energy (zero: lowest compared OMol25 entry of this formula, charge and spin)   114.4 kcal per mole
SMILES   [H]/N=N/N(C)CCO
HOMO (alpha / beta)   -8.55 / -8.55 eV

ORCA input file:
```
! RIJCOSX wB97M-V def2-TZVPD def2/J DEFGRID3
* xyz 0 1
H 2.4430 -1.5923 -1.1430
N 1.6072 -0.9985 -1.0438
N 1.6856 -0.2521 -0.0758
N 0.4908 -0.2146 0.8524
C 0.6136 0.5251 2.0873
C -0.7717 -0.3862 0.2484
C -0.9524 0.4907 -1.2281
O -1.6751 -0.2932 -2.1364
H 0.3210 -0.1385 2.9067
H 1.6402 0.8623 2.2469
H -0.0557 1.3917 2.0875
H -0.9216 -1.4402 -0.0002
H -1.5877 -0.0256 0.8837
H -1.5235 1.3676 -0.9217
H -0.0767 0.8673 -1.7593
H -1.2370 -0.1635 -3.0045
*
```

This record from OMol25 describes an isolated molecule of C3H9N3O at a distorted geometry. The level of theory is ωB97M-V with the def2-TZVPD basis set.

Relative energy (zero: lowest compared OMol25 entry of this formula, charge and spin)   127.0 kcal per mole
SMILES   C=C(CO)N(N)N
HOMO   -8.62 eV

ORCA input file:
```
! RIJCOSX wB97M-V def2-TZVPD def2/J DEFGRID3
* xyz 0 1
C -1.1490 -1.4223 0.3136
C -0.5433 -0.2603 0.2231
C -0.7901 1.1120 -0.1533
O -2.4517 0.9814 -0.1075
N 0.9412 0.0228 -0.0548
N 1.7396 -0.9937 -0.6366
N 1.6423 0.8430 0.8418
H -0.6037 -2.3525 0.3569
H -2.2247 -1.4362 0.3169
H -0.5607 1.4275 -1.1710
H -0.6438 1.8330 0.6537
H -2.8804 1.6140 -0.6948
H 1.5922 -1.0179 -1.6412
H 1.5124 -1.9065 -0.2455
H 1.9812 0.2976 1.6336
H 2.4383 1.2581 0.3649
*
```

This record from OMol25 describes a 2-piece molecular cluster, C3H9N3O overall at a distorted geometry. The level of theory is ωB97M-V with the def2-TZVPD basis set.

Relative energy (zero: lowest compared OMol25 entry of this formula, charge and spin)   135.0 kcal per mole
HOMO (alpha / beta)   -6.72 / -6.72 eV

ORCA input file:
```
! RIJCOSX wB97M-V def2-TZVPD def2/J DEFGRID3
* xyz 0 1
C -1.4972 0.3120 0.0796
C 1.7534 -0.7593 -0.8438
C 0.4439 -0.3046 1.1222
N -2.5523 -0.4832 0.2352
N 1.6023 -0.1077 0.4253
N -1.0054 1.2548 -0.5588
O 1.8941 1.2406 0.2728
H 2.6926 -0.4892 -1.3003
H 1.7860 -1.8280 -0.6458
H 0.9108 -0.6033 -1.4939
H 0.0372 -1.2525 1.0761
H 0.3162 0.4832 1.7938
H -2.5560 -0.9884 1.1037
H -3.4657 -0.0539 0.1813
H 1.2682 1.6382 -0.3665
H -1.6281 1.9414 -1.0809
*
```

This record from OMol25 describes C3H9N3O as an isolated structure at a distorted geometry. The level of theory is ωB97M-V with the def2-TZVPD basis set.

Relative energy (zero: lowest compared OMol25 entry of this formula, charge and spin)   115.2 kcal per mole
HOMO   -9.02 eV

ORCA input file:
```
! RIJCOSX wB97M-V def2-TZVPD def2/J DEFGRID3
* xyz 0 1
C -0.7844 -1.4962 -0.1922
C 1.4230 0.0694 0.5466
C -0.9814 1.1826 0.7994
N -0.1366 0.3579 -0.0498
O 0.3066 -2.1009 -0.3845
N -0.1871 0.8110 -1.3736
N 0.4677 0.2802 -2.2582
H 1.0861 -0.4938 -1.9304
H -1.5056 -1.4131 -1.0224
H -1.2871 -1.5674 0.7931
H 1.8967 1.0371 0.3664
H 2.0186 -0.7032 0.0663
H 1.2829 -0.1484 1.6013
H -0.5342 2.1699 0.9480
H -1.9516 1.3201 0.3219
H -1.1135 0.6947 1.7681
*
```

This record from OMol25 describes an isolated molecule of C3H9N3O at a distorted geometry. The level of theory is ωB97M-V with the def2-TZVPD basis set.

Relative energy (zero: lowest compared OMol25 entry of this formula, charge and spin)   97.5 kcal per mole
SMILES   C=N[C@@H](O)N(C)N
HOMO   -8.79 eV

ORCA input file:
```
! RIJCOSX wB97M-V def2-TZVPD def2/J DEFGRID3
* xyz 0 1
C 2.3027 -0.6596 -0.2802
N 1.2572 -1.3605 -0.4035
C -0.2802 -0.7296 -0.5027
O -1.1013 -1.8309 -0.3302
N -0.3633 0.2746 0.4966
C -0.0304 1.6149 0.0146
N -1.9977 0.3485 0.7409
H 2.3562 0.4012 0.0152
H 3.2943 -1.1192 -0.4270
H -0.4164 -0.3683 -1.5252
H -0.5941 -2.3964 0.2758
H -0.0832 2.3170 0.8519
H -0.6926 1.9746 -0.7813
H 0.9910 1.7027 -0.3642
H -2.5706 -0.4553 0.4593
H -2.0715 0.2864 1.7602
*
```

This record from OMol25 describes an isolated molecule of C3H9N3O2 at a distorted geometry. The level of theory is ωB97M-V with the def2-TZVPD basis set.

Relative energy (zero: lowest compared OMol25 entry of this formula, charge and spin)   138.0 kcal per mole
SMILES   C[C@@H](N)CN[N+](=O)[O-]
HOMO   -9.90 eV

ORCA input file:
```
! RIJCOSX wB97M-V def2-TZVPD def2/J DEFGRID3
* xyz 0 1
C 0.0325 1.1211 -0.8538
C 0.5159 -0.0121 -0.0112
N 0.3780 0.4025 1.4232
C -0.3996 -1.1931 -0.2428
N 0.3520 -2.4979 0.0138
N 0.9681 -3.1004 -0.9054
O 0.9872 -2.5595 -1.9910
O 1.4849 -4.1743 -0.6050
H -1.0514 1.0112 -0.7224
H 0.3098 2.1002 -0.5594
H 0.4148 0.9047 -1.8176
H 1.5366 -0.2863 -0.0921
H 0.8091 -0.2967 2.0597
H 0.8196 1.2852 1.5301
H -0.7568 -1.4406 -1.2939
H -1.2516 -1.3318 0.5319
H 0.4248 -2.9250 1.0020
*
```

This record from OMol25 describes a 2-piece molecular cluster, C3H9N3O2 overall at a distorted geometry. The level of theory is ωB97M-V with the def2-TZVPD basis set.

Relative energy (zero: lowest compared OMol25 entry of this formula, charge and spin)   18.1 kcal per mole
SMILES   [H]/N=C(\C)O.NC(N)=O
HOMO   -9.81 eV

ORCA input file:
```
! RIJCOSX wB97M-V def2-TZVPD def2/J DEFGRID3
* xyz 0 1
H -0.5331 -1.3818 -2.6508
N -0.4316 -0.3644 -2.5501
C 0.4671 -0.1055 -1.6742
C 1.2821 -1.0933 -0.9229
O 0.7107 1.1793 -1.4222
H 0.6286 -1.8481 -0.4781
H 1.8468 -0.6002 -0.1271
H 1.9833 -1.5772 -1.6078
H 0.1562 1.6834 -2.0452
N -0.0326 -0.1879 2.2450
C -1.1900 0.2993 1.7498
N -1.0282 1.4502 1.0639
O -2.2682 -0.2464 1.9084
H 0.6368 0.5026 2.5534
H -0.1667 -0.9648 2.8800
H -1.8697 1.7434 0.5830
H -0.1913 1.5113 0.4948
*
```

This record from OMol25 describes an isolated molecule of C3H9N3O2 at a distorted geometry. The level of theory is ωB97M-V with the def2-TZVPD basis set.

Relative energy (zero: lowest compared OMol25 entry of this formula, charge and spin)   99.5 kcal per mole
SMILES   C[C@H](O)N(N)C(N)=O
HOMO   -9.28 eV

ORCA input file:
```
! RIJCOSX wB97M-V def2-TZVPD def2/J DEFGRID3
* xyz 0 1
C 1.9627 0.5718 0.5095
C 0.8139 -0.2950 0.0935
O 1.1733 -1.4640 -0.4987
N -0.3110 0.3530 -0.5057
N -0.2875 1.7708 -0.5396
C -1.3820 -0.2608 0.3035
N -1.5767 -1.6188 -0.0542
O -2.2873 0.4749 0.6961
H 2.7769 -0.0483 0.8760
H 1.6463 1.2836 1.2663
H 2.3055 1.1389 -0.3566
H 0.0437 -0.6636 1.1198
H 0.6520 -1.5556 -1.3221
H -0.9672 2.0309 -1.2496
H -0.6950 2.1295 0.3284
H -1.4652 -1.8275 -1.0377
H -2.4023 -2.0199 0.3708
*
```

This record from OMol25 describes a 2-piece molecular cluster, C3H9N3O2S overall at a distorted geometry. The level of theory is ωB97M-V with the def2-TZVPD basis set.

Relative energy (zero: lowest compared OMol25 entry of this formula, charge and spin)   85.7 kcal per mole
HOMO   -8.51 eV

ORCA input file:
```
! RIJCOSX wB97M-V def2-TZVPD def2/J DEFGRID3
* xyz 0 1
C 1.0243 -2.0121 -0.5127
C 0.4052 1.8078 0.8216
C -1.4343 0.2672 -1.0646
N -3.3146 -0.2427 0.3494
N -2.4844 -0.0016 -0.5267
N 0.4083 -0.8319 0.1457
O 1.9256 0.8908 -1.0460
O 2.5063 0.0928 1.2279
S 1.5133 0.4717 0.2902
H 1.3892 -1.4993 -1.3713
H 1.8722 -2.4250 -0.0154
H 0.1664 -2.5483 -0.8550
H -0.1211 1.4479 1.8214
H 0.9692 2.6225 1.1130
H -0.1988 1.8925 0.0310
H -1.2321 0.3911 -2.0953
H -3.7279 0.6497 0.5371
H 0.3332 -0.9731 1.1496
*
```